No. 1
# C5H15N2O

2 unconnected molecules or ions with the total composition C5H15N2O at a distorted geometry (ωB97M-V with the def2-TZVPD basis set, OMol25).

ORCA input file:
```
! RIJCOSX wB97M-V def2-TZVPD def2/J DEFGRID3
* xyz 1 1
C 2.801 1.417 -1.148
C 1.920 0.209 -0.811
C 0.427 0.408 -1.223
C -0.528 -0.400 -0.410
C -0.739 -1.689 -0.714
N -1.557 -2.595 -0.103
N -1.307 0.170 0.708
H 2.233 2.356 -1.164
H 3.341 1.342 -2.089
H 3.487 1.627 -0.326
H 2.301 -0.617 -1.403
H 1.969 -0.050 0.244
H 0.365 0.204 -2.291
H 0.255 1.483 -1.259
H -0.174 -2.080 -1.541
H -1.651 -3.514 -0.493
H -1.955 -2.421 0.801
H -0.959 1.050 1.093
H -2.285 0.243 0.416
H -1.337 -0.506 1.472
H -1.695 1.165 4.011
H -2.851 1.370 3.049
O -2.059 0.827 3.183
*
```

Energy relative to the best compared isomer or geometry (same formula, charge and spin) in kJ/mol: 140.5
Kohn-Sham gap in eV: 9.0
E_HOMO in eV: -12.36

No. 2
# C5H15N2O

2 unconnected molecules or ions with the total composition C5H15N2O at a distorted geometry (ωB97M-V with the def2-TZVPD basis set, OMol25).

ORCA input file:
```
! RIJCOSX wB97M-V def2-TZVPD def2/J DEFGRID3
* xyz 1 1
C 0.146 -1.400 -0.838
C -0.660 -0.290 -1.440
C -0.943 1.035 -0.611
N -1.498 -0.040 3.039
C -1.500 0.031 1.676
C -0.868 0.905 0.892
N 1.276 -0.793 -0.032
H 0.722 -1.939 -1.600
H -0.364 -2.145 -0.227
H -0.276 0.044 -2.395
H -1.693 -0.585 -1.611
H -1.898 1.536 -0.827
H -0.230 1.786 -0.930
H -1.088 0.755 3.516
H -1.818 -0.869 3.478
H -2.262 -0.613 1.212
H -0.190 1.604 1.369
H 0.937 -0.108 0.669
H 1.876 -1.451 0.458
H 1.812 -0.120 -0.608
H 3.021 0.203 -2.946
H 3.375 1.312 -1.944
O 2.788 0.549 -2.076
*
```

Energy relative to the best compared isomer or geometry (same formula, charge and spin) in kJ/mol: 131.4
Kohn-Sham gap in eV: 8.7
E_HOMO in eV: -11.57

No. 3
# C5H15N2O

A molecular structure, C5H15N2O at a distorted geometry (ωB97M-V with the def2-TZVPD basis set, OMol25).

ORCA input file:
```
! RIJCOSX wB97M-V def2-TZVPD def2/J DEFGRID3
* xyz 1 1
C -1.040 0.090 -0.737
N -0.121 1.731 -0.178
C 1.001 1.193 0.466
C 1.805 0.427 -0.612
C 2.678 -0.780 -0.203
O 3.461 -0.293 0.930
C -0.676 -1.235 -0.732
N -4.427 -0.168 0.790
H -1.111 0.714 -1.660
H -1.671 0.362 0.153
H -0.234 2.704 0.209
H 0.930 0.496 1.353
H 1.710 1.780 1.062
H 2.537 1.126 -1.063
H 1.044 0.223 -1.348
H 1.854 -1.471 0.052
H 3.277 -1.139 -1.040
H 4.082 -0.977 1.381
H -0.853 -1.762 0.240
H -0.451 -1.800 -1.642
H -4.192 -0.733 0.023
H -5.424 0.261 0.992
H -4.178 -0.749 1.566
*
```

Energy relative to the best compared isomer or geometry (same formula, charge and spin) in kJ/mol: 872.0
Kohn-Sham gap in eV: 5.1
E_HOMO in eV: -12.90

No. 4
# C5H15N2O

2 unconnected molecules or ions with the total composition C5H15N2O at a distorted geometry (ωB97M-V with the def2-TZVPD basis set, OMol25).

ORCA input file:
```
! RIJCOSX wB97M-V def2-TZVPD def2/J DEFGRID3
* xyz 1 1
C 1.861 1.668 -0.980
C 1.711 0.176 -0.608
C 0.323 -0.247 -0.450
C -0.184 -1.499 -0.240
N -1.515 -1.669 0.178
C -1.964 -3.030 0.044
N 1.198 2.483 0.277
H 2.900 2.102 -1.174
H 1.185 1.892 -1.827
H 2.447 -0.269 -1.364
H 2.371 -0.035 0.291
H -0.464 0.443 -0.670
H 0.438 -2.348 -0.393
H -2.235 -0.943 0.170
H -1.251 -3.708 0.538
H -2.935 -3.201 0.712
H -1.889 -3.375 -1.051
H 1.764 3.457 0.429
H 1.384 1.995 1.142
H 0.127 2.644 0.182
H -2.476 1.342 1.811
H -1.353 0.608 1.409
O -1.445 1.513 1.573
*
```

Energy relative to the best compared isomer or geometry (same formula, charge and spin) in kJ/mol: 334.7
Kohn-Sham gap in eV: 8.1
E_HOMO in eV: -11.34

No. 5
# C5H15N2O

A gas-phase ion, C5H15N2O (charge +2) at a distorted geometry (ωB97M-V with the def2-TZVPD basis set, OMol25).

ORCA input file:
```
! RIJCOSX wB97M-V def2-TZVPD def2/J DEFGRID3
* xyz 2 2
N -0.988 -1.865 -0.089
C 0.418 -1.080 -0.197
C 0.253 -0.396 -1.528
O 0.173 -1.456 -2.445
C 0.637 -0.321 1.113
N -0.481 0.545 1.479
C -0.551 1.899 1.039
C 0.731 2.765 0.845
H -0.888 -2.779 0.355
H -1.719 -1.337 0.388
H -1.338 -2.023 -1.043
H 1.002 -1.983 -0.309
H -0.628 0.258 -1.614
H 1.086 0.291 -1.716
H 0.169 -1.126 -3.333
H 0.857 -0.987 1.930
H 1.600 0.166 0.955
H -0.638 0.524 2.494
H -1.267 2.471 1.609
H -1.058 1.861 0.045
H 0.874 3.281 1.759
H 1.643 2.233 0.620
H 0.521 3.476 0.059
*
```

Energy relative to the best compared isomer or geometry (same formula, charge and spin) in kJ/mol: 231.2
Kohn-Sham gap (spin up / spin down) in eV: 11.9 / 6.3
E_HOMO (spin up / spin down) in eV: -18.89 / -18.89

No. 6
# C5H15N2O

3 unconnected molecules or ions with the total composition C5H15N2O at a distorted geometry (ωB97M-V with the def2-TZVPD basis set, OMol25).

ORCA input file:
```
! RIJCOSX wB97M-V def2-TZVPD def2/J DEFGRID3
* xyz 2 2
C 1.810 1.005 1.425
N 0.238 -0.247 -1.504
C 0.471 -1.601 -1.647
C -0.539 -2.542 -0.822
O -0.305 -3.862 -1.263
C 1.199 0.485 2.507
N -1.078 1.549 0.508
C -1.051 2.993 0.195
H 1.248 0.829 0.492
H 2.615 1.728 1.465
H -0.081 -0.011 -2.462
H 1.467 -1.999 -1.294
H 0.387 -2.064 -2.648
H -1.565 -2.206 -1.040
H -0.389 -2.449 0.251
H -0.493 -4.393 -0.473
H 0.119 0.618 2.234
H 1.541 -0.115 3.350
H -0.537 0.987 -0.154
H -2.024 1.177 0.467
H -0.475 3.549 0.938
H -0.532 3.090 -0.775
H -2.025 3.477 0.252
*
```

Energy relative to the best compared isomer or geometry (same formula, charge and spin) in kJ/mol: 912.3
Kohn-Sham gap (spin up / spin down) in eV: 4.4 / 4.5
E_HOMO (spin up / spin down) in eV: -17.01 / -17.03